ORCA calculation (ωB97M-V/def2-TZVPD) on a 9-piece molecular cluster, C18H52O9 overall.

XYZ file:
```
79
C18H52O9, DFT ωB97M-V/def2-TZVPD
C -0.380 0.719 4.256
C -0.330 -0.334 5.364
O -1.117 -1.449 5.165
H 0.254 1.565 4.522
H -1.339 1.233 4.197
H -0.178 0.395 3.235
H -0.718 0.135 6.268
H 0.703 -0.632 5.548
C -0.413 1.270 -0.586
C 0.256 -0.015 -0.232
O -0.469 -1.215 -0.486
H 0.231 2.078 -0.239
H -1.362 1.399 -0.064
H -0.694 1.450 -1.623
H 0.536 0.120 0.813
H 1.258 -0.148 -0.641
C -4.319 0.141 1.776
C -4.116 -0.132 3.296
O -3.209 -1.216 3.326
H -3.407 0.185 1.180
H -4.798 1.108 1.619
H -5.020 -0.566 1.333
H -5.025 -0.540 3.738
H -3.733 0.744 3.820
H -2.663 -1.199 4.115
C -3.102 3.167 -3.836
C -3.824 2.546 -5.087
O -2.922 1.681 -5.715
H -3.702 3.987 -3.442
H -2.069 3.421 -4.069
H -3.050 2.407 -3.056
H -4.132 3.294 -5.817
H -4.758 2.082 -4.771
H -3.418 1.198 -6.380
C 3.727 -4.096 1.182
C 2.866 -2.826 1.233
O 2.269 -2.597 2.525
H 3.161 -4.998 1.414
H 4.582 -4.042 1.856
H 4.182 -4.248 0.204
H 2.128 -2.753 0.433
H 3.449 -1.937 0.991
H 2.983 -2.476 3.156
C -5.015 -0.260 -2.074
C -3.425 -0.229 -1.946
O -3.004 -1.499 -1.598
H -5.290 -0.813 -2.972
H -5.458 0.732 -2.159
H -5.474 -0.747 -1.213
H -3.031 0.548 -1.290
H -3.004 0.121 -2.888
H -2.073 -1.426 -1.375
C 3.135 0.552 2.508
C 2.886 2.010 2.790
O 4.132 2.623 3.011
H 3.375 0.389 1.457
H 2.226 -0.020 2.694
H 3.919 0.094 3.111
H 2.277 2.155 3.683
H 2.347 2.496 1.977
H 4.006 3.461 3.463
C 2.552 -4.498 -2.966
C 1.737 -3.188 -2.662
O 0.731 -3.493 -1.771
H 3.446 -4.089 -3.435
H 1.967 -5.164 -3.601
H 2.861 -5.053 -2.080
H 1.297 -2.759 -3.562
H 2.331 -2.444 -2.131
H 0.353 -2.662 -1.471
C 3.497 3.517 -0.977
C 3.298 2.258 -1.806
O 4.512 2.000 -2.469
H 2.631 3.713 -0.344
H 3.679 4.377 -1.621
H 4.365 3.532 -0.318
H 2.450 2.287 -2.490
H 3.072 1.437 -1.125
H 4.378 1.138 -2.870
```

As for the HOMO energy: -0.4 eV. The value obtained for the LUMO energy is 4.00 eV. As for the total charge: -2. The HOMO-LUMO gap comes out at 4.38 eV. As for the total energy: -37932.071 eV. For the maximum force, the calculation gives 2.9 eV/Å. For the energy above the lowest of the compared OMol25 structures with the same formula, charge and spin, the calculation gives 138.7 kJ/mol.


ORCA calculation (ωB97M-V/def2-TZVPD) on C18H53NaO23P4S2 as an isolated structure.

XYZ file:
```
101
C18H53NaO23P4S2, DFT ωB97M-V/def2-TZVPD
Na -2.250 0.511 -2.753
O -0.469 0.101 -1.313
H -0.899 0.871 -0.892
O 4.809 1.863 0.223
S 3.498 1.861 0.820
O 3.335 1.522 2.225
O 2.848 3.313 0.577
C 2.177 3.935 1.594
C 1.697 5.160 0.976
C 2.260 0.998 -0.258
H 2.790 4.343 2.398
H 1.305 3.431 2.009
H 1.211 5.728 1.770
H 1.031 4.840 0.175
H 2.538 5.766 0.638
H 2.563 1.238 -1.278
H 1.296 1.418 0.029
H 2.255 -0.070 -0.044
O -5.056 2.968 2.699
S -3.722 2.728 2.038
O -2.865 3.827 1.561
O -2.917 1.571 2.911
C -1.597 1.385 2.540
C -0.673 2.244 3.369
C -4.072 1.565 0.577
H -1.389 1.425 1.470
H -1.443 0.315 2.684
H -0.927 2.260 4.429
H -0.851 3.245 2.976
H 0.347 1.917 3.165
H -4.888 2.108 0.099
H -4.399 0.648 1.065
H -3.098 1.494 0.092
C 0.382 6.854 -4.599
O 1.517 6.177 -3.983
P 2.042 4.657 -4.428
O 1.932 4.316 -5.879
O 1.207 3.607 -3.474
C 0.563 2.418 -3.950
O 3.517 4.663 -3.736
C 3.670 4.612 -2.299
H 0.680 7.810 -5.031
H -0.281 7.064 -3.760
H -0.151 6.334 -5.396
H -0.357 2.749 -4.431
H 0.409 1.583 -3.266
H 1.262 1.940 -4.636
H 4.359 3.789 -2.111
H 2.740 4.355 -1.793
H 4.054 5.599 -2.040
C 3.176 -4.615 0.829
O 4.012 -3.576 0.375
P 3.883 -2.946 -1.159
O 4.736 -1.727 -1.414
O 2.271 -2.719 -1.205
C 1.611 -2.069 -2.293
O 3.976 -4.246 -2.118
C 4.133 -4.167 -3.592
H 2.823 -4.380 1.833
H 3.756 -5.536 0.891
H 2.236 -4.624 0.276
H 0.561 -1.924 -2.038
H 1.726 -2.618 -3.228
H 1.937 -1.031 -2.357
H 3.948 -3.156 -3.955
H 3.332 -4.838 -3.900
H 5.184 -4.375 -3.787
C -6.356 -1.336 -0.442
O -5.164 -2.079 -0.083
P -4.145 -2.635 -1.282
O -3.555 -1.569 -2.130
O -3.136 -3.705 -0.580
C -2.007 -3.185 0.128
O -5.157 -3.611 -2.171
C -6.054 -4.388 -1.489
H -6.753 -1.382 -1.456
H -6.233 -0.276 -0.220
H -7.177 -1.641 0.207
H -1.102 -3.699 -0.195
H -2.114 -3.484 1.171
H -1.947 -2.113 -0.065
H -5.669 -4.650 -0.503
H -6.258 -5.319 -2.018
H -7.074 -4.010 -1.415
C -1.868 -2.154 5.077
O -1.157 -2.198 3.890
P -0.183 -3.388 3.588
O -0.800 -4.789 3.722
O 0.314 -3.038 2.049
C 0.964 -1.788 1.879
O 1.001 -3.081 4.559
C 2.088 -4.009 4.747
H -1.258 -2.345 5.960
H -2.834 -2.631 4.912
H -2.099 -1.095 5.192
H 0.800 -1.260 2.818
H 0.547 -1.074 1.168
H 2.029 -1.814 1.650
H 2.239 -4.580 3.831
H 1.928 -4.802 5.478
H 2.901 -3.381 5.110
```

As for the HOMO energy: -8.8 eV. The value obtained for the LUMO energy is -1.01 eV. The HOMO-LUMO gap comes out at 7.79 eV. As for the total energy: -129864.948 eV. For the maximum force, the calculation gives 4.6 eV/Å.


ORCA calculation (ωB97M-V/def2-TZVPD) on C18H53O11 as an isolated structure.

XYZ file:
```
82
C18H53O11, DFT ωB97M-V/def2-TZVPD
O 0.567 -0.179 0.091
H -0.471 -0.181 -0.250
H 0.923 -0.415 0.956
H 1.228 -0.328 -0.582
C 1.899 -3.361 -0.444
C 1.527 -3.476 -1.930
O 2.622 -3.938 -2.596
O 0.854 -2.780 0.272
H 2.902 -2.723 -0.165
H 2.082 -4.360 -0.218
H 1.356 -2.516 -2.331
H 0.708 -4.213 -1.953
H 2.329 -4.521 -3.513
H 0.454 -3.473 0.437
C -2.126 0.237 1.476
C -3.138 -0.145 2.466
O -3.858 0.903 3.090
O -0.990 -0.813 1.384
H -1.622 1.083 1.842
H -2.507 0.546 0.511
H -2.665 -0.836 3.098
H -3.925 -0.864 2.127
H -4.272 0.280 3.774
H -1.408 -1.574 0.877
C 2.834 2.677 -0.058
C 4.310 2.724 -0.448
O 4.522 3.783 -1.392
O 2.588 1.582 0.805
H 2.026 2.468 -0.870
H 2.379 3.541 0.406
H 4.776 1.883 -0.819
H 4.889 2.883 0.482
H 4.665 4.532 -0.849
H 3.056 1.855 1.691
C -1.997 -2.659 -2.617
C -2.373 -1.697 -1.501
C -3.765 -1.223 -1.812
O -2.486 -2.356 -0.231
H -1.073 -3.010 -2.484
H -1.848 -2.043 -3.285
H -2.518 -3.482 -2.659
H -1.447 -1.034 -1.356
H -4.098 -0.704 -0.926
H -4.374 -1.942 -2.114
H -3.918 -0.528 -2.536
H -3.056 -3.035 -0.218
C 3.569 -0.273 -2.383
C 3.118 0.715 -1.347
C 1.619 1.137 -1.546
O 3.398 0.091 -0.123
H 2.911 -1.219 -2.283
H 4.598 -0.598 -2.120
H 3.662 -0.128 -3.265
H 3.651 1.485 -1.394
H 1.365 1.993 -0.830
H 0.898 0.286 -1.257
H 1.310 1.480 -2.426
H 4.334 -0.159 -0.223
C -1.357 -0.691 3.422
C 0.166 -0.733 3.809
C 0.467 -2.042 4.606
O 1.023 -0.589 2.793
H -2.081 -0.884 4.422
H -1.660 -1.601 2.736
H -1.720 0.240 2.885
H 0.560 0.031 4.478
H -0.110 -2.849 4.056
H -0.053 -1.988 5.611
H 1.565 -2.047 4.759
H 1.894 -0.255 3.157
C -1.437 4.428 -1.438
C -2.593 3.771 -0.765
C -3.035 2.518 -1.515
O -2.223 3.324 0.451
H -0.539 3.851 -1.845
H -1.139 5.166 -0.834
H -1.873 4.857 -2.279
H -3.457 4.302 -0.573
H -2.103 1.778 -1.658
H -3.297 3.038 -2.375
H -3.945 1.836 -1.143
H -3.050 3.161 0.814
```

As for the HOMO energy: -10.8 eV. The value obtained for the LUMO energy is -2.05 eV. As for the total charge: +1. The HOMO-LUMO gap comes out at 8.74 eV. As for the total energy: -42011.446 eV. For the maximum force, the calculation gives 12.9 eV/Å. For the energy above the lowest of the compared OMol25 structures with the same formula, charge and spin, the calculation gives 553.9 kJ/mol.


ORCA calculation (ωB97M-V/def2-TZVPD) on a 9-piece molecular cluster, C18H54N2O10 overall.

XYZ file:
```
84
C18H54N2O10, DFT ωB97M-V/def2-TZVPD
N 9.714 13.802 -14.255
H 9.594 13.700 -15.252
H 10.650 13.558 -13.964
H 9.024 13.178 -13.861
H 9.461 14.773 -14.137
N 6.130 15.865 -13.386
O 5.278 16.243 -14.156
O 5.878 16.039 -12.194
O 7.162 15.329 -13.734
C 2.060 17.426 -14.010
C 2.754 18.611 -14.700
C 3.429 19.536 -13.707
O 3.685 18.076 -15.588
H 1.540 16.765 -14.703
H 1.235 17.868 -13.452
H 2.668 16.866 -13.299
H 2.041 19.156 -15.318
H 2.676 20.177 -13.249
H 4.241 20.140 -14.111
H 3.862 18.993 -12.866
H 4.133 17.443 -15.022
C 3.083 14.074 -11.733
C 3.798 13.656 -10.466
C 3.398 12.325 -9.946
O 5.181 13.588 -10.787
H 3.177 15.147 -11.898
H 2.034 13.777 -11.755
H 3.523 13.502 -12.550
H 3.637 14.457 -9.744
H 3.614 11.482 -10.603
H 2.342 12.315 -9.678
H 3.923 12.087 -9.021
H 5.370 14.375 -11.304
C 3.551 17.718 -8.146
C 4.487 17.721 -9.399
C 5.036 19.019 -9.880
O 5.532 16.796 -9.259
H 2.690 18.375 -8.272
H 4.061 17.994 -7.223
H 3.081 16.759 -7.926
H 3.917 17.371 -10.260
H 5.580 19.642 -9.170
H 4.255 19.594 -10.377
H 5.672 18.851 -10.749
H 5.535 16.228 -10.033
C 7.049 19.063 -13.811
C 7.683 20.267 -13.099
C 6.602 21.263 -12.788
O 8.303 20.036 -11.878
H 7.711 18.319 -14.253
H 6.531 19.355 -14.725
H 6.347 18.535 -13.166
H 8.463 20.730 -13.704
H 5.749 20.831 -12.264
H 6.126 21.714 -13.659
H 6.950 22.106 -12.190
H 8.328 19.098 -11.673
C 2.913 13.611 -15.251
C 4.354 13.055 -15.536
C 4.385 11.968 -16.604
O 5.050 14.100 -16.192
H 2.910 14.628 -14.858
H 2.250 12.999 -14.638
H 2.307 13.630 -16.157
H 4.880 12.746 -14.633
H 3.838 11.161 -16.118
H 5.370 11.581 -16.867
H 3.945 12.168 -17.581
H 5.081 14.833 -15.572
C 9.104 15.326 -10.472
C 8.898 16.868 -10.489
C 10.143 17.708 -10.311
O 8.395 17.243 -11.749
H 9.257 14.977 -9.451
H 9.994 15.032 -11.029
H 8.263 14.788 -10.910
H 8.083 17.012 -9.779
H 9.780 18.734 -10.369
H 10.864 17.589 -11.120
H 10.614 17.557 -9.340
H 7.604 16.724 -11.908
O 10.072 16.434 -13.951
H 10.408 17.117 -14.531
H 9.477 16.893 -13.358
```

As for the HOMO energy: -9.2 eV. The value obtained for the LUMO energy is -0.91 eV. The HOMO-LUMO gap comes out at 8.29 eV. As for the total energy: -42992.557 eV. For the maximum force, the calculation gives 2.8 eV/Å. For the energy above the lowest of the compared OMol25 structures with the same formula, charge and spin, the calculation gives 298.8 kJ/mol.


ORCA calculation (ωB97M-V/def2-TZVPD) on a 9-piece molecular cluster, C18H54O10 overall.

XYZ file:
```
82
C18H54O10, DFT ωB97M-V/def2-TZVPD
C 1.420 -3.651 1.884
C 2.471 -2.666 2.276
O 2.861 -2.720 3.621
H 1.342 -3.680 0.798
H 0.363 -3.532 2.121
H 1.847 -4.599 2.210
H 1.941 -1.741 2.046
H 3.288 -2.760 1.560
H 3.751 -2.365 3.558
C -0.504 0.506 3.953
C -1.299 1.635 3.383
O -2.397 2.219 4.216
H 0.535 0.436 3.631
H -0.835 -0.415 3.472
H -0.726 0.618 5.014
H -1.747 1.448 2.408
H -0.673 2.524 3.302
H -3.268 1.950 3.916
C 5.102 2.284 -0.451
C 3.875 2.055 -1.308
O 4.120 1.234 -2.436
H 5.146 1.365 0.134
H 4.957 3.153 0.191
H 6.043 2.547 -0.934
H 3.400 2.997 -1.583
H 3.064 1.518 -0.816
H 3.473 1.562 -3.065
C -1.778 3.536 -2.982
C -0.564 4.414 -3.072
O 0.586 3.716 -2.773
H -1.714 2.651 -3.614
H -2.593 4.235 -3.170
H -2.056 3.191 -1.985
H -0.641 5.155 -2.275
H -0.579 4.759 -4.105
H 0.647 3.796 -1.819
C -2.301 -3.449 -2.640
C -1.462 -4.009 -1.539
O -1.376 -5.349 -1.977
H -1.678 -3.432 -3.534
H -2.521 -2.412 -2.388
H -3.302 -3.877 -2.691
H -1.944 -3.861 -0.572
H -0.461 -3.578 -1.546
H -0.566 -5.661 -1.567
C -3.239 -2.362 2.057
C -3.925 -2.575 3.419
O -3.227 -3.570 4.122
H -2.238 -2.016 2.316
H -3.793 -1.717 1.374
H -2.983 -3.315 1.594
H -4.922 -2.924 3.150
H -3.989 -1.665 4.015
H -2.283 -3.401 4.177
C -1.658 5.418 2.073
C -1.272 5.160 0.596
O -0.856 3.841 0.349
H -0.847 5.158 2.754
H -2.497 4.822 2.431
H -1.752 6.494 2.222
H -0.535 5.889 0.260
H -2.254 5.252 0.130
H -0.034 3.703 0.825
C 2.615 -3.031 -3.920
C 3.159 -2.234 -2.742
O 2.389 -1.170 -2.410
H 2.619 -2.483 -4.862
H 1.676 -3.573 -3.802
H 3.254 -3.907 -4.035
H 4.205 -1.950 -2.864
H 3.103 -2.780 -1.801
H 2.725 -0.557 -1.752
C -0.619 0.206 -1.429
C -1.248 -0.012 -0.070
O -0.295 -0.853 0.667
O -0.297 -1.028 -2.074
H 0.295 0.762 -1.224
H -1.206 0.767 -2.156
H -2.251 -0.406 -0.232
H -1.513 0.948 0.373
H -0.136 -1.589 0.072
H 0.584 -1.049 -2.455
```

As for the HOMO energy (alpha / beta): -12.4 / -12.4 eV. The expectation value of S² is 0.755. The value obtained for the LUMO energy (alpha / beta) is -2.62 / -9.54 eV. As for the total charge: +1. Its multiplicity is 2. The HOMO-LUMO gap (alpha / beta) comes out at 9.73 / 2.81 eV. As for the total energy: -40001.405 eV. For the maximum force, the calculation gives 4.3 eV/Å.


What did the third record say?
ORCA calculation (ωB97M-V/def2-TZVPD) on C18H53O11 as an isolated structure.

XYZ file:
```
82
C18H53O11, DFT ωB97M-V/def2-TZVPD
O 0.567 -0.179 0.091
H -0.471 -0.181 -0.250
H 0.923 -0.415 0.956
H 1.228 -0.328 -0.582
C 1.899 -3.361 -0.444
C 1.527 -3.476 -1.930
O 2.622 -3.938 -2.596
O 0.854 -2.780 0.272
H 2.902 -2.723 -0.165
H 2.082 -4.360 -0.218
H 1.356 -2.516 -2.331
H 0.708 -4.213 -1.953
H 2.329 -4.521 -3.513
H 0.454 -3.473 0.437
C -2.126 0.237 1.476
C -3.138 -0.145 2.466
O -3.858 0.903 3.090
O -0.990 -0.813 1.384
H -1.622 1.083 1.842
H -2.507 0.546 0.511
H -2.665 -0.836 3.098
H -3.925 -0.864 2.127
H -4.272 0.280 3.774
H -1.408 -1.574 0.877
C 2.834 2.677 -0.058
C 4.310 2.724 -0.448
O 4.522 3.783 -1.392
O 2.588 1.582 0.805
H 2.026 2.468 -0.870
H 2.379 3.541 0.406
H 4.776 1.883 -0.819
H 4.889 2.883 0.482
H 4.665 4.532 -0.849
H 3.056 1.855 1.691
C -1.997 -2.659 -2.617
C -2.373 -1.697 -1.501
C -3.765 -1.223 -1.812
O -2.486 -2.356 -0.231
H -1.073 -3.010 -2.484
H -1.848 -2.043 -3.285
H -2.518 -3.482 -2.659
H -1.447 -1.034 -1.356
H -4.098 -0.704 -0.926
H -4.374 -1.942 -2.114
H -3.918 -0.528 -2.536
H -3.056 -3.035 -0.218
C 3.569 -0.273 -2.383
C 3.118 0.715 -1.347
C 1.619 1.137 -1.546
O 3.398 0.091 -0.123
H 2.911 -1.219 -2.283
H 4.598 -0.598 -2.120
H 3.662 -0.128 -3.265
H 3.651 1.485 -1.394
H 1.365 1.993 -0.830
H 0.898 0.286 -1.257
H 1.310 1.480 -2.426
H 4.334 -0.159 -0.223
C -1.357 -0.691 3.422
C 0.166 -0.733 3.809
C 0.467 -2.042 4.606
O 1.023 -0.589 2.793
H -2.081 -0.884 4.422
H -1.660 -1.601 2.736
H -1.720 0.240 2.885
H 0.560 0.031 4.478
H -0.110 -2.849 4.056
H -0.053 -1.988 5.611
H 1.565 -2.047 4.759
H 1.894 -0.255 3.157
C -1.437 4.428 -1.438
C -2.593 3.771 -0.765
C -3.035 2.518 -1.515
O -2.223 3.324 0.451
H -0.539 3.851 -1.845
H -1.139 5.166 -0.834
H -1.873 4.857 -2.279
H -3.457 4.302 -0.573
H -2.103 1.778 -1.658
H -3.297 3.038 -2.375
H -3.945 1.836 -1.143
H -3.050 3.161 0.814
```

As for the HOMO energy: -10.8 eV. The value obtained for the LUMO energy is -2.05 eV. As for the total charge: +1. The HOMO-LUMO gap comes out at 8.74 eV. As for the total energy: -42011.446 eV. For the maximum force, the calculation gives 12.9 eV/Å. For the energy above the lowest of the compared OMol25 structures with the same formula, charge and spin, the calculation gives 553.9 kJ/mol.